Formula: C6H9NO4P
Source: the OMol25 dataset
Level of theory: ωB97M-V with the def2-TZVPD basis set

XYZ file:
```
21
Properties=species:S:1:pos:R:3:forces:R:3
C -1.11565 -1.72510 0.96960 -1.5 -0.8 0.4
C -0.08706 -0.74698 0.48474 1.9 -3.0 2.7
C 1.19811 -0.96401 0.82478 0.8 0.3 -2.1
P 2.37244 0.27162 0.07082 1.1 -0.3 1.2
O 3.36282 0.76967 1.10028 -1.0 0.0 -0.3
O 2.94111 -0.15315 -1.24209 -0.7 -0.3 -0.4
C 0.94749 1.41233 -0.08851 -1.4 -1.0 -2.1
C -0.45789 0.45436 -0.25881 3.7 0.7 -0.7
C -0.77116 0.05279 -1.67994 -2.1 -0.2 -1.0
N -1.40518 1.29351 0.39865 -3.1 1.8 0.8
O -1.50881 1.25763 1.61910 0.5 -0.2 -0.4
O -2.11246 2.06016 -0.27232 0.9 -0.8 0.1
H -1.87637 -1.02625 1.29724 -0.7 -0.4 0.7
H -0.85543 -2.42244 1.87133 -0.1 1.5 -1.9
H -1.66606 -2.32920 0.19100 0.9 0.4 0.5
H 1.62418 -1.93537 1.11782 -0.7 0.4 0.4
H 1.01210 2.13286 -0.92130 -0.1 -0.2 0.5
H 0.92689 1.84972 0.87774 -0.5 0.7 0.8
H -0.86404 0.89698 -2.32647 -0.2 0.8 -0.3
H -1.67065 -0.62237 -1.94432 0.8 1.2 1.3
H 0.00562 -0.52676 -2.08934 1.5 -0.5 -0.1
```
Positions in Å, forces in eV/Å.

Properties
Gap between HOMO and LUMO: 8.1462 eV
Energy above the lowest of the compared OMol25 structures with the same formula, charge and spin: 0.0 kJ/mol
Structure (SMILES): CC1=C[P@@](=O)([O-])C[C@]1(C)[N+](=O)[O-]
LUMO level: 3.14 eV
HOMO: -5.0 eV
DFT total energy: -931.09799 a.u.
Total charge: -1